(1)
14
Properties=species:S:1:pos:R:3:forces:R:3:lowdin_charge:R:1 method="wB97M-V/def2-TZVPD" s_squared=0.758 homo_lumo_gap_ev="7.18 / 6.75" homo_energy_ev="-7.63 / -7.57" spin_multiplicity=2
O 3.2844 0.3219 -1.5941 -0.32 0.09 -0.55 -0.4209
Zn 1.4861 0.3235 -1.1848 1.02 1.27 2.21 0.8275
O 0.7673 -1.1924 -0.1723 -0.18 -0.12 2.95 -0.2663
C -0.6356 -1.3032 -0.4516 -1.03 0.06 1.17 -0.2517
C -1.2699 0.0052 0.0107 -0.48 0.03 1.79 -0.2550
O -0.5766 1.2187 -0.1757 -1.07 -0.53 -1.67 -0.2837
C 0.5833 1.3958 0.6784 1.36 -0.05 -0.35 -0.2059
H -1.0451 -2.1063 0.1824 -0.01 0.25 -0.10 0.1214
H -1.0069 -1.5901 -1.4480 1.43 0.21 -0.35 0.1253
H -1.2842 -0.1220 1.1118 -0.59 0.09 -0.09 0.1162
H -2.3013 0.0904 -0.3611 0.33 0.17 0.07 0.1332
H 0.8036 2.4753 0.6747 -0.06 -0.39 -0.09 0.0368
H 0.3162 1.1717 1.7260 -0.14 -0.07 -0.10 0.0315
H 0.8786 -0.6887 1.0034 -0.27 -1.02 -4.87 0.2917

(2)
14
Properties=species:S:1:pos:R:3:forces:R:3:lowdin_charge:R:1 method="wB97M-V/def2-TZVPD" relative_energy_kj_mol=38.0 homo_lumo_gap_ev=7.96 homo_energy_ev=-4.38 total_charge=-1
O -0.9302 -0.4879 -0.9906 0.23 -0.09 -0.16 -0.0710
C -0.5705 0.4960 -0.3112 -0.58 0.30 0.43 -0.7453
O -0.7677 1.7116 -0.5309 0.07 0.18 -0.59 -0.0906
C 0.1156 0.2744 1.0730 -0.37 -0.04 -1.16 -0.1267
C 0.4857 -1.1515 1.3482 1.65 -0.16 0.67 -0.2269
O 1.8681 -1.2151 1.8938 -0.39 0.17 -0.18 -0.1268
H -0.6176 0.6850 1.7646 0.25 0.03 0.33 0.1031
H 0.9851 0.9272 1.0125 0.12 -0.13 0.43 0.1075
H -0.1141 -1.5888 2.1338 -0.66 -0.26 -0.12 0.0991
H 0.4903 -1.7525 0.4377 -0.37 0.11 0.09 0.1028
H 1.8554 -1.8631 2.5997 0.06 -0.05 -0.02 0.0444
H -1.3857 0.6991 -3.3826 0.09 -0.05 0.27 0.0140
H -0.4671 1.8615 -3.1745 -0.12 -0.04 0.28 0.0128
O -0.9474 1.4040 -3.8735 0.01 0.02 -0.26 -0.0963

(3)
14
Properties=species:S:1:pos:R:3:forces:R:3:lowdin_charge:R:1 method="wB97M-V/def2-TZVPD" relative_energy_kj_mol=12.9 homo_lumo_gap_ev=8.15 homo_energy_ev=-4.55 total_charge=-1
O 1.9040 -0.2379 0.0175 0.06 -0.23 0.00 -0.0943
C 1.1098 -1.0382 -0.5482 -1.00 0.74 -0.33 -0.7061
O 1.1446 -2.2687 -0.6488 0.35 -0.18 0.06 -0.0531
C -0.1684 -0.3394 -1.2015 1.01 -0.66 0.38 -0.1186
C -0.7759 0.6605 -0.2684 -0.89 0.18 0.25 -0.2752
O -2.0610 1.1439 -0.7490 0.30 0.08 0.12 -0.1050
H -0.8615 -1.1534 -1.4234 -0.14 0.14 -0.07 0.0968
H 0.1327 0.1449 -2.1299 -0.02 0.03 -0.12 0.1044
H -0.9463 0.2504 0.7235 0.01 -0.45 0.21 0.1029
H -0.1630 1.5213 -0.0628 0.33 0.35 -0.40 0.1102
H -2.6509 0.3942 -0.6455 -0.14 0.00 -0.15 0.0601
H 1.4976 0.3174 1.6140 0.22 0.01 0.20 -0.0130
H 0.5312 0.0388 2.7654 0.04 -0.01 0.05 0.0061
O 1.3071 0.5662 2.5571 -0.13 -0.01 -0.20 -0.1152

(4)
13
Properties=species:S:1:pos:R:3:forces:R:3:lowdin_charge:R:1 method="wB97M-V/def2-TZVPD" relative_energy_kj_mol=41.7 s_squared=2.010 homo_lumo_gap_ev="8.06 / 7.65" homo_energy_ev="-7.35 / -10.30" spin_multiplicity=3
C 4.0102 -1.6930 0.5292 -1.79 -0.78 -0.70 -0.0049
C 3.9806 -0.6788 -0.1334 0.51 -2.28 1.77 -0.0067
C -3.0121 0.7838 -0.0723 2.45 -0.50 -1.20 -0.3950
O -0.2089 1.3863 0.2909 1.51 3.16 0.05 -0.0595
P -3.0692 -1.1402 -0.1981 -0.67 1.42 0.38 0.3184
S -1.3946 -1.6957 -1.0044 0.89 -0.34 -0.40 0.1163
H 3.6081 -2.6696 0.8370 0.83 0.98 0.09 0.0366
H 0.7583 1.5101 0.2077 -0.84 -0.11 0.10 0.0650
H 4.3898 0.1569 -0.5403 0.42 2.09 -1.16 -0.0185
H -3.9951 1.1355 -0.0810 -1.38 0.62 0.20 -0.0121
H -2.3750 1.1171 0.7205 -0.49 -0.26 1.54 -0.0048
H -2.3508 1.3049 -0.8100 -1.13 -0.93 -0.53 0.0393
H -0.3413 0.4827 0.2541 -0.33 -3.09 -0.13 -0.0741

(5)
12
Properties=species:S:1:pos:R:3:forces:R:3:lowdin_charge:R:1 method="wB97M-V/def2-TZVPD" relative_energy_kj_mol=128.0 homo_lumo_gap_ev=6.89 homo_energy_ev=-2.73 total_charge=-1
O -1.1390 0.7965 -0.9481 0.30 0.68 -0.02 -0.3608
C -1.3997 -0.5287 -0.6861 0.40 1.01 -0.82 -0.4410
C -0.1203 -1.3452 -0.5165 0.17 0.48 1.08 -0.2619
C 0.8490 -0.8255 0.5829 0.38 0.38 -1.46 -0.6119
S 0.9190 0.9806 0.7837 1.87 0.32 1.69 0.4863
H -1.9348 -0.8640 -1.5737 -0.49 -0.94 -0.08 0.0791
H -2.0561 -0.6513 0.1909 -0.03 -0.27 0.26 0.0910
H -0.4035 -2.2958 -0.1372 -0.41 -1.39 0.10 0.0683
H 0.4213 -1.5273 -1.4454 -0.11 0.43 -0.15 0.0953
H 1.8387 -1.1095 0.2182 0.11 -0.32 0.55 0.0312
H 0.6471 -1.2453 1.5510 -0.10 -0.46 0.34 0.0281
H -0.1075 1.1010 -0.1891 -2.08 0.09 -1.49 -0.2039

(6)
12
Properties=species:S:1:pos:R:3:forces:R:3:lowdin_charge:R:1 method="wB97M-V/def2-TZVPD" relative_energy_kj_mol=93.3 homo_lumo_gap_ev=6.40 homo_energy_ev=-2.49 total_charge=-1
C 0.0595 -1.7954 1.2093 -0.20 0.11 1.01 -0.7688
S 1.1455 -2.1646 -0.2064 -0.12 0.14 0.25 0.0268
H -0.9782 -2.1335 1.1004 0.03 -0.03 -0.31 -0.0154
H 0.3754 -2.2406 2.1690 0.23 -0.30 -0.36 -0.0200
H -0.0137 -0.7389 1.5226 0.08 0.13 -0.56 -0.0229
O -1.3830 1.1681 -2.1679 0.36 -0.14 -0.29 -0.0072
C -0.5240 0.7822 -1.4093 0.15 0.40 1.30 -0.3239
C 0.2741 1.7022 -0.4917 0.61 -0.17 -0.23 -0.0767
H -0.3479 -0.2552 -1.0709 -0.19 -0.39 -0.79 0.0171
H -0.4701 1.8443 0.2974 0.26 0.58 0.16 0.0765
H 0.7144 2.6123 -0.9041 -0.87 0.29 -0.19 0.0625
H 1.1478 1.2191 -0.0484 -0.35 -0.61 0.00 0.0520

(7)
11
Properties=species:S:1:pos:R:3:forces:R:3:lowdin_charge:R:1 method="wB97M-V/def2-TZVPD" relative_energy_kj_mol=56.9 homo_lumo_gap_ev=10.73 homo_energy_ev=-9.48
C 1.2898 0.6605 0.0066 -3.56 -1.43 2.06 -0.0423
C -0.2346 -0.0221 0.7002 3.60 1.29 -2.12 -0.5359
C -0.8448 -1.0847 -0.1535 0.02 -0.08 0.21 -0.4334
P -1.8217 0.4848 -0.0557 -0.35 -0.08 0.31 0.8404
H 1.1247 0.8034 -1.0481 -0.05 -0.01 -0.29 0.0303
H 2.0561 -0.0675 0.2200 0.27 -0.13 -0.04 0.0373
H 1.4656 1.5938 0.5218 0.14 0.19 -0.01 0.0360
H -0.1576 -0.1581 1.7667 -0.12 -0.01 0.11 0.0656
H -0.3632 -1.3144 -1.0946 0.05 0.04 0.01 0.0595
H -1.2695 -1.9552 0.3314 -0.09 0.05 0.03 0.0519
H -1.2449 1.0595 -1.1948 0.11 0.18 -0.27 -0.1095

(8)
11
Properties=species:S:1:pos:R:3:forces:R:3:lowdin_charge:R:1 method="wB97M-V/def2-TZVPD" relative_energy_kj_mol=70.8 homo_lumo_gap_ev=9.04 homo_energy_ev=-8.68
C 2.0250 0.5082 -0.0243 -1.70 2.52 1.25 -0.2228
C 0.7017 -0.0512 -0.2570 -3.68 -0.65 0.18 -0.5321
P -0.7419 0.9080 -0.5354 1.00 -2.62 0.59 0.8651
C -2.1080 -0.4123 -0.0005 0.35 1.81 0.19 -0.3601
H 1.8627 1.5148 -0.4348 1.13 0.20 0.19 0.0487
H 2.8519 0.0235 -0.4512 1.10 -0.75 -0.31 0.0494
H 2.0317 0.6344 1.1047 0.81 -0.25 -1.23 0.1036
H 0.5786 -1.1144 0.0264 -0.14 0.48 -0.31 0.0503
H -1.9959 -0.4522 1.0653 0.33 -0.28 0.68 -0.0047
H -3.1671 -0.1763 -0.0942 0.11 0.79 -0.58 0.0100
H -2.0386 -1.3825 -0.3990 0.69 -1.25 -0.65 -0.0074